Computed, not measured: a molecular structure, C30H75N5O14STi2 at a distorted geometry, with ωB97M-V/def2-TZVPD.

Atoms and positions in Å:
Ti -16.651 6.968 17.065
Ti -14.055 5.209 12.342
S -15.239 5.615 14.995
O -14.631 6.430 16.057
O -16.592 5.265 15.474
O -15.470 6.479 13.808
O -14.447 4.447 14.564
C -16.886 -1.806 12.891
O -15.722 -1.092 12.643
C -15.907 0.328 12.645
C -16.235 0.941 14.014
N -15.101 1.556 14.660
C -13.905 0.777 14.857
C -12.728 1.574 15.448
O -11.672 0.769 15.888
C -11.911 -0.065 16.990
H -16.796 -2.888 12.793
H -17.665 -1.539 12.157
H -17.370 -1.680 13.868
H -16.809 0.426 12.017
H -15.048 0.771 12.148
H -16.623 0.106 14.604
H -17.006 1.701 13.902
H -14.977 2.553 14.705
H -13.537 0.359 13.912
H -14.178 0.034 15.618
H -13.134 2.106 16.324
H -12.541 2.430 14.795
H -11.176 0.155 17.767
H -11.760 -1.108 16.698
H -12.930 0.017 17.377
C -17.085 7.657 23.759
O -17.102 7.378 22.383
C -18.376 7.517 21.798
C -18.417 7.065 20.351
N -17.190 7.442 19.615
C -17.368 8.847 19.204
C -16.033 9.349 18.556
O -15.834 9.105 17.210
C -14.636 9.541 16.615
H -16.643 8.628 24.010
H -16.373 6.991 24.256
H -18.058 7.543 24.237
H -18.787 8.530 21.952
H -19.154 7.021 22.400
H -19.397 7.363 19.980
H -18.429 5.972 20.356
H -16.453 7.384 20.310
H -17.540 9.487 20.079
H -18.191 9.112 18.537
H -15.184 8.842 19.046
H -15.987 10.400 18.881
H -14.302 10.496 17.029
H -14.813 9.569 15.541
H -13.799 8.850 16.755
C -18.758 7.186 15.126
O -18.760 7.183 16.530
C -19.842 6.384 17.019
C -19.972 4.919 16.605
N -18.831 4.025 16.728
C -18.496 3.751 18.134
C -17.194 2.959 18.154
O -17.079 2.358 19.437
C -15.760 1.848 19.622
H -17.927 7.816 14.799
H -19.633 7.660 14.657
H -18.673 6.193 14.685
H -20.808 6.875 16.855
H -19.795 6.321 18.106
H -20.499 4.665 15.677
H -20.800 4.617 17.265
H -18.017 4.381 16.238
H -19.308 3.132 18.515
H -18.302 4.650 18.723
H -16.364 3.638 17.917
H -17.148 2.181 17.385
H -15.683 1.395 20.607
H -15.111 2.732 19.584
H -15.441 1.178 18.820
C -16.906 3.839 11.108
O -16.210 5.001 10.677
C -16.956 6.196 10.887
C -16.068 7.367 10.448
N -15.108 7.692 11.483
C -14.925 9.121 11.788
C -16.193 9.845 12.293
O -15.784 11.122 12.696
C -16.888 11.787 13.306
H -17.993 3.865 10.998
H -16.687 3.449 12.106
H -16.555 3.091 10.389
H -17.360 6.391 11.886
H -17.817 6.087 10.211
H -16.652 8.192 10.033
H -15.561 6.962 9.563
H -15.380 7.332 12.386
H -14.555 9.576 10.864
H -14.133 9.135 12.535
H -16.646 9.103 12.976
H -17.019 9.807 11.565
H -16.542 12.760 13.666
H -17.297 11.264 14.172
H -17.605 12.020 12.512
C -10.719 8.332 17.795
O -10.249 7.385 16.853
C -11.243 6.487 16.399
C -11.832 5.527 17.459
N -12.804 6.241 18.362
C -13.651 5.361 19.163
C -12.826 4.620 20.207
O -12.269 3.478 19.574
C -11.239 2.933 20.405
H -10.059 9.201 17.834
H -10.634 7.853 18.777
H -11.753 8.616 17.609
H -10.875 5.831 15.609
H -12.087 6.990 15.910
H -11.029 5.161 18.099
H -12.338 4.691 16.967
H -13.468 6.435 17.607
H -14.226 4.657 18.540
H -14.490 5.886 19.634
H -13.398 4.510 21.137
H -12.054 5.340 20.508
H -10.518 3.712 20.672
H -10.904 1.942 20.122
H -11.731 2.800 21.388

Output
LUMO (spin up / spin down) (Ha): 0.0043 / 0.0032
Net charge: 0
Spin multiplicity: 7
Orbital gap (spin up / spin down) (hartree): 0.1639 / 0.2807
Highest occupied orbital energy (spin up / spin down) (eV): -4.3 / -7.6
Energy relative to the best compared isomer or geometry (same formula, charge and spin) (kcal/mol): 56.9
Energy (eV): -125495.566

Computed, not measured: a single C5H2N2O molecule at a distorted geometry, with ωB97M-V/def2-TZVPD.

Atoms and positions in Å:
N 3.077 0.094 -0.190
C 1.975 -0.349 -0.059
C 0.628 -0.854 0.255
C -0.508 -0.143 0.185
C -1.853 -0.754 -0.040
N -2.976 -1.055 -0.204
C -0.371 1.359 -0.019
O -1.405 2.033 0.026
H 0.775 -2.027 0.166
H 0.658 1.696 -0.118

Output
LUMO (Ha): -0.0735
Net charge: 0
SMILES: N#C/C=C(/C#N)C=O
Spin multiplicity: 1
Orbital gap (hartree): 0.3420
Highest occupied orbital energy (eV): -11.3
Energy relative to the best compared isomer or geometry (same formula, charge and spin) (kcal/mol): 15.2
Energy (eV): -10242.075

Computed, not measured: 2 unconnected molecules or ions with the total composition C10H12NO2 at a distorted geometry, with ωB97M-V/def2-TZVPD.

Atoms and positions in Å:
C 1.157 -1.956 -2.853
C 0.727 -2.862 -1.854
C 1.749 -0.763 -2.414
C 0.688 -2.389 -0.512
C 1.672 -0.382 -1.109
C -1.289 1.082 1.623
C -1.995 1.952 0.892
C -0.460 0.242 2.318
C -1.228 3.129 0.320
C 0.767 -0.253 2.248
N 1.062 -1.155 -0.191
O -1.763 -0.103 2.413
O -3.363 2.033 0.789
H 1.210 -2.154 -3.921
H 0.307 -3.893 -2.114
H 2.159 -0.079 -3.032
H 0.215 -2.908 0.253
H 1.966 0.636 -0.680
H -0.360 2.705 -0.226
H -1.905 3.674 -0.325
H -1.012 3.824 1.186
H 0.960 -1.212 2.669
H 1.719 0.264 2.265
H 0.925 -0.875 0.786
H -3.909 1.443 1.467

Output
LUMO (Ha): -0.1556
Net charge: +1
Spin multiplicity: 1
Orbital gap (hartree): 0.2895
Highest occupied orbital energy (eV): -12.1
Energy relative to the best compared isomer or geometry (same formula, charge and spin) (kcal/mol): 90.7
Energy (eV): -16138.463

Computed, not measured: a single C3H4N2O molecule, with ωB97M-V/def2-TZVPD.

Atoms and positions in Å:
O -0.966 1.119 0.922
C 0.011 1.490 0.321
N 0.801 0.651 -0.457
C 0.477 -0.664 -0.342
N 0.738 -1.866 -0.585
C -0.656 -1.367 0.098
H 0.375 2.522 0.370
H 1.603 0.981 -0.975
H -1.568 -1.259 -0.498
H -0.815 -1.608 1.145

Output
LUMO (Ha): 0.0226
Net charge: 0
SMILES: O=CNC1=NC1
Spin multiplicity: 1
Orbital gap (hartree): 0.3746
Highest occupied orbital energy (eV): -9.6
Energy relative to the best compared isomer or geometry (same formula, charge and spin) (kcal/mol): 60.8
Energy (eV): -8201.250